Entry from OMol25: a structure of composition C44H96F6N4O12Zr at a distorted geometry (ωB97M-V with the def2-TZVPD basis set).

Each line ends with the Mulliken spin population.
Element x y z (Å)
Zr: -1.34406 3.18013 -4.78833  1.007
F: -0.02540 -1.12179 -4.40289  0.000
F: -3.72025 2.39478 0.25860  0.000
F: 1.27546 -1.95229 -5.97359  0.000
F: 2.13476 -0.82825 -4.36193  0.000
F: -3.04233 4.32352 -0.11062  -0.001
F: -3.88154 3.19090 -1.73520  0.000
O: -1.62743 5.31258 -3.88483  -0.007
O: 0.20555 1.56020 -5.16432  -0.009
O: 0.17227 0.40321 -7.04771  0.006
O: 0.81337 4.08374 -4.16354  0.001
O: -1.22339 2.84785 -2.52758  -0.022
O: 3.80503 -0.24946 -1.90293  0.000
O: -2.26326 -2.78776 2.68612  0.000
O: -1.75657 0.97150 -1.37869  0.014
O: -2.51488 1.15967 -4.32661  -0.013
O: -3.85135 -3.67356 -1.47963  0.000
O: 2.13060 6.52142 3.41500  0.000
O: -3.47633 6.98184 -1.14146  0.000
N: -4.41112 -3.41283 -0.20652  0.000
N: -1.38322 -1.77764 3.12583  0.000
N: 2.19058 5.30503 2.71064  0.000
N: 4.83341 -1.10882 -1.56963  0.000
C: -5.68386 -4.32079 1.80589  0.000
C: -3.07581 -0.00016 3.34006  0.000
C: -4.31706 -0.96372 -0.32622  0.001
C: 0.79355 -0.07080 -8.23271  0.001
C: -1.71950 2.44649 -1.23317  0.012
C: 0.35026 -0.43836 5.06740  0.000
C: 5.74237 -1.48324 -2.72432  0.000
C: 4.00343 -0.97639 0.90297  0.000
C: -0.01711 -2.31304 3.31898  0.000
C: -5.97240 -5.42178 -0.50807  0.000
C: 0.90715 -1.19658 3.82234  0.000
C: 0.87037 4.58567 2.89112  0.000
C: 0.90042 0.52696 -5.83654  0.002
C: -0.89295 -1.24462 -1.09233  0.000
C: 3.68660 4.36089 4.37090  0.000
C: 3.56292 -2.92748 -0.53652  0.000
C: 4.64563 5.51211 2.37784  0.000
C: 5.03966 -2.45742 -3.67974  0.000
C: -5.00091 -4.66315 0.43926  0.000
C: 4.61096 -1.86147 -0.30862  0.000
C: -2.74261 -1.50840 5.24395  0.000
C: -5.28988 -2.16597 -0.23844  0.000
C: 6.70467 -3.19928 -0.98158  0.000
C: 6.23001 -0.20860 -3.37940  0.000
C: -2.00986 -0.81771 4.06914  0.000
C: -0.94998 0.21371 4.62159  0.000
C: 3.44123 3.33287 2.04757  0.000
C: -0.32391 5.49072 2.24966  0.000
C: 5.97743 -2.42942 0.15887  0.000
C: 0.47669 4.30147 4.37348  0.000
C: 1.09044 -0.88577 -5.16968  -0.002
C: 0.61257 -2.66667 2.02406  0.000
C: -3.06066 3.09870 -0.70029  0.002
C: -0.28098 -0.17335 -9.36884  0.000
C: -0.75988 0.20523 -0.68506  0.000
C: 0.96292 3.24415 2.07287  0.000
C: -6.71509 -3.21473 1.63888  0.000
C: 2.28386 2.41017 2.24198  0.000
C: 3.47289 4.61457 2.89905  0.000
C: 6.99670 -2.19716 -2.15232  0.000
C: -3.78047 -5.59154 0.72969  0.000
C: -6.00867 -2.00650 1.12630  0.000
C: -6.32177 -2.03292 -1.31991  0.000
C: 0.08525 -3.54024 4.29357  0.000
H: 4.72402 -3.39859 -3.22956  0.000
H: -3.24388 0.61946 -4.63154  0.006
H: 6.58585 -1.64371 0.60675  0.000
H: 3.80905 -3.70911 -1.25525  0.000
H: -6.98414 -2.89788 -1.28515  0.000
H: 0.44376 -1.85609 1.31514  0.000
H: 4.73616 4.15140 4.57735  0.000
H: 1.64579 0.54317 -8.52395  0.000
H: -2.40109 0.91322 -3.40871  -0.001
H: 7.71211 -1.51796 -1.68867  0.000
H: -1.01884 2.62348 -0.41717  0.002
H: -5.79053 -1.97360 -2.26984  0.000
H: -2.72245 0.28383 2.34880  0.000
H: 5.35314 0.34508 -3.71502  0.000
H: -2.45650 -2.53272 1.78101  0.000
H: 4.18028 -1.96533 -4.13516  0.000
H: -3.38763 -0.86464 5.84195  0.000
H: -3.24974 -6.05139 -0.10395  0.000
H: -3.44112 -1.03639 0.31841  -0.001
H: -6.21267 -6.43056 -0.17230  0.000
H: 7.62893 -2.70435 -2.88113  0.000
H: 5.68875 -2.74804 -4.50577  0.000
H: -7.52451 -3.51204 0.97215  0.000
H: 0.93819 3.42578 4.82986  0.000
H: 3.56733 3.69586 1.02756  0.000
H: 2.22934 2.04790 3.26857  0.000
H: 2.56962 -2.60443 -0.84816  0.000
H: 4.10913 -1.47744 1.86520  0.000
H: 2.30097 1.58827 1.52624  0.000
H: 3.29291 -0.74284 -2.54783  0.000
H: -0.77701 1.03676 3.92822  0.000
H: -2.11887 -2.04122 5.96169  0.000
H: 1.08219 -3.94305 4.47235  0.000
H: -5.21574 -1.79363 1.84328  0.000
H: 1.02355 0.33457 5.43803  0.000
H: -6.99410 -5.06976 -0.65049  0.000
H: -4.79143 -4.03356 2.36192  0.000
H: -0.35685 -4.34619 3.70782  0.000
H: -1.30317 5.01223 2.23586  0.000
H: 4.51440 -0.02293 1.03688  0.000
H: -4.77887 0.01338 -0.18445  0.000
H: -0.91229 0.33376 0.38655  0.001
H: -1.39559 0.62549 5.52712  0.000
H: 0.07098 -3.48979 1.55797  0.000
H: 1.02222 -0.43662 3.04947  0.000
H: 6.14681 -4.04417 -1.38540  0.000
H: -3.40301 -2.31922 4.93642  0.000
H: 0.11874 2.63786 2.40134  0.000
H: -0.54134 0.77915 -9.83043  0.000
H: 1.16386 -1.09557 -8.20416  0.000
H: 0.15716 -1.05687 5.94389  0.000
H: -2.73469 7.56665 -1.29696  0.000
H: -1.20208 -0.63470 -9.01269  0.000
H: -3.59715 0.79306 3.87588  0.000
H: -4.15558 -6.47485 1.24657  0.000
H: 4.87746 6.28481 3.11084  0.000
H: 7.67775 -3.55813 -0.64626  0.000
H: 6.84554 -0.42186 -4.25333  0.000
H: 4.42039 6.01461 1.43717  0.000
H: 4.33736 2.73486 2.21316  0.000
H: -1.22114 -1.96363 -0.34173  0.000
H: 1.68989 -2.83018 1.99638  0.000
H: 1.28696 3.87728 -3.35773  -0.001
H: -0.58596 4.08992 4.49231  0.000
H: 2.96898 -0.72591 0.66786  0.000
H: -1.51853 -1.31250 -1.98235  0.000
H: -2.25492 5.91553 -4.28350  -0.004
H: -3.84143 -0.74645 3.12797  0.000
H: -6.85818 -1.09969 -1.14838  0.000
H: -0.07947 5.87318 1.25867  0.000
H: 6.74122 0.47238 -2.69893  0.000
H: 2.31768 7.17986 2.74190  0.000
H: -3.03050 -5.05982 1.31529  0.000
H: 0.76983 3.42318 1.01515  0.000
H: 1.87242 -1.64647 4.05460  0.000
H: -0.52131 6.37840 2.85060  0.000
H: 3.48289 -3.36727 0.45760  0.000
H: 0.25348 0.52280 -0.93073  0.000
H: 5.96228 -3.18762 0.94181  0.000
H: -6.13837 -5.19107 2.27933  0.000
H: -3.83461 -0.97940 -1.30350  0.000
H: 1.88234 0.90935 -6.11532  -0.001
H: 1.12918 4.95262 -4.41160  0.003
H: -5.59800 -5.65538 -1.50474  0.000
H: -1.39446 5.72425 -3.05267  0.004
H: -3.09468 6.22186 -0.70213  0.000
H: 5.52707 4.91281 2.14983  0.000
H: -0.41932 -3.28858 5.22641  0.000
H: 0.10661 -1.56824 -1.38261  0.000
H: 3.06847 3.62705 4.88810  0.000
H: -7.14398 -2.88832 2.58630  0.000
H: 0.09514 -0.84427 -10.14117  0.000
H: 0.61805 5.15701 5.03392  0.000
H: 3.55483 5.29607 4.91511  0.000
H: -6.70921 -1.17200 1.09526  0.000
H: -2.91064 -3.65258 -1.28929  0.000

highest occupied orbital energy (alpha / beta): -9.32 / -9.32 eV
expectation value of S²: 0.752
Kohn-Sham gap (alpha / beta): 4.24 / 4.23 eV
E: -95287.4044 eV
charge: +1
multiplicity: 2
LUMO (alpha / beta): -5.1 / -5.1 eV